No. 1
C6H14O | ωB97M-V with the def2-TZVPD basis set

Orbital gap   10.2 eV
DFT total energy   -312.191255 hartree
LUMO level   0.033 Ha
SMILES string   C=C(CC)CC.O
Net charge   0
E_HOMO   -0.3427 hartree

Each line ends with the Löwdin charge.
CARTESIAN COORDINATES (ANGSTROEM)
C: -1.07 1.13 1.20  0.051
C: -0.35 0.21 0.54  -0.321
C: -0.37 0.08 -0.97  -0.210
C: 1.03 -0.25 -1.53  -0.100
C: 0.26 -0.91 1.35  -0.214
C: 0.27 -0.75 2.89  -0.130
H: -1.25 2.09 0.71  0.067
H: -1.35 1.06 2.23  0.052
H: -0.57 1.10 -1.28  0.092
H: -1.16 -0.62 -1.23  0.128
H: 1.68 0.62 -1.63  0.085
H: 1.01 -0.77 -2.49  0.072
H: 1.51 -0.94 -0.85  0.049
H: 1.33 -0.92 1.13  0.101
H: -0.23 -1.88 1.26  0.118
H: 0.51 0.18 3.40  0.067
H: 0.95 -1.42 3.41  0.064
H: -0.76 -0.98 3.21  0.074
O: -0.69 0.72 -4.01  -0.058
H: -0.25 1.53 -4.30  0.042
H: -0.51 0.73 -3.06  -0.028

=====

No. 2
C6H14O | ωB97M-V with the def2-TZVPD basis set

Orbital gap   9.4 eV
DFT total energy   -312.212821 hartree
LUMO level   0.027 Ha
SMILES string   C/C=C(/C)CC.O
Net charge   0
E_HOMO   -0.3192 hartree

Each line ends with the Löwdin charge.
CARTESIAN COORDINATES (ANGSTROEM)
C: -0.67 -0.27 -3.04  -0.115
C: 0.26 0.52 -2.22  -0.159
C: 0.37 0.54 -0.87  -0.311
C: 1.56 1.37 -0.25  -0.055
C: -0.47 -0.25 0.08  -0.239
C: 0.47 -1.26 0.69  -0.122
H: -1.12 -1.18 -2.59  0.074
H: -0.05 -0.58 -3.90  0.076
H: -1.49 0.38 -3.40  0.080
H: 0.91 1.18 -2.81  0.104
H: 2.04 2.03 -0.98  0.071
H: 2.33 0.74 0.23  0.067
H: 1.09 2.00 0.53  0.075
H: -1.38 -0.68 -0.36  0.111
H: -0.77 0.39 0.93  0.115
H: 1.18 -0.75 1.37  0.071
H: 1.05 -1.76 -0.11  0.088
H: -0.07 -2.03 1.26  0.072
O: -1.88 0.24 5.07  -0.091
H: -1.44 -0.09 5.89  0.047
H: -1.90 -0.54 4.47  0.043

=====

No. 3
C6H14O | ωB97M-V with the def2-TZVPD basis set

Orbital gap   10.5 eV
DFT total energy   -312.170161 hartree
LUMO level   0.036 Ha
SMILES string   C/C=C/CCC.O
Net charge   0
E_HOMO   -0.3486 hartree

Each line ends with the Löwdin charge.
CARTESIAN COORDINATES (ANGSTROEM)
C: -2.01 1.58 -1.01  -0.103
C: -1.41 0.21 -0.70  -0.185
C: -0.24 -0.13 -0.15  -0.132
C: 0.62 -1.30 -0.66  -0.196
C: 2.09 -1.01 -0.45  -0.285
C: 2.60 -0.68 0.96  -0.119
H: -3.09 1.48 -1.03  0.070
H: -1.67 1.95 -1.97  0.076
H: -1.60 2.31 -0.31  0.071
H: -1.73 -0.41 -1.55  0.108
H: 0.35 0.78 0.06  0.110
H: 0.31 -2.11 0.01  0.114
H: 0.44 -1.47 -1.72  0.108
H: 2.71 -1.87 -0.75  0.101
H: 2.47 -0.23 -1.11  0.105
H: 2.18 0.32 1.16  0.055
H: 3.66 -0.65 1.18  0.066
H: 2.08 -1.18 1.79  0.073
O: -2.99 0.87 1.92  -0.076
H: -2.61 0.97 2.81  0.044
H: -2.16 0.57 1.50  -0.005

=====

No. 4
C6H14O2 | ωB97M-V with the def2-TZVPD basis set

Orbital gap   4.0 eV
DFT total energy   -387.297463 hartree
LUMO level   -0.107 Ha
Net charge   0
E_HOMO   -0.2534 hartree

Each line ends with the Löwdin charge.
CARTESIAN COORDINATES (ANGSTROEM)
C: 1.21 -3.53 -1.89  -0.078
C: 1.65 -2.10 -1.48  -0.230
C: -0.63 1.41 1.17  -0.085
C: 0.17 0.19 1.12  0.020
C: 0.56 -0.39 -0.07  -0.071
C: 1.24 -1.59 -0.16  0.009
H: 1.93 -3.94 -2.59  0.074
H: 1.33 -4.13 -0.98  0.076
H: 0.20 -3.67 -2.27  0.077
H: 2.74 -2.20 -1.40  0.128
H: 1.46 -1.38 -2.28  0.117
H: -0.30 2.18 1.87  0.099
H: -0.53 1.83 0.17  0.065
H: 0.35 -0.41 2.02  0.129
H: 0.33 0.11 -1.01  0.133
H: 1.79 -1.91 0.72  0.134
H: -1.72 1.22 1.22  0.126
H: -2.52 3.74 -0.74  -0.082
O: -2.19 3.10 -0.09  -0.442
H: -2.63 4.28 2.82  -0.011
H: -2.30 3.62 1.41  -0.021
O: -2.13 3.57 2.43  -0.168

=====

No. 5
C6H14O2 | ωB97M-V with the def2-TZVPD basis set

Orbital gap   10.5 eV
DFT total energy   -387.334028 hartree
LUMO level   0.031 Ha
SMILES string   CCCC(C)(C)OO
Net charge   0
E_HOMO   -0.3540 hartree

Each line ends with the Löwdin charge.
CARTESIAN COORDINATES (ANGSTROEM)
C: -2.39 0.96 0.57  -0.135
C: -1.35 0.11 1.26  -0.170
C: 0.37 0.65 0.92  -0.040
C: 0.85 -0.10 -0.27  -0.560
C: 1.45 0.81 -1.34  -0.034
C: 1.78 -1.27 0.03  -0.033
O: -0.47 -0.56 -0.85  -0.187
O: -0.66 -2.04 -1.08  -0.018
H: -2.03 1.98 0.39  0.068
H: -2.69 0.52 -0.38  0.065
H: -3.31 1.00 1.17  0.069
H: -1.32 0.35 2.32  0.071
H: -1.60 -0.95 1.26  0.092
H: 0.25 1.72 0.77  0.094
H: 0.92 0.43 1.83  0.097
H: 1.62 0.25 -2.26  0.086
H: 2.40 1.24 -0.99  0.090
H: 0.78 1.64 -1.57  0.086
H: 2.75 -0.92 0.37  0.091
H: 1.35 -1.93 0.79  0.091
H: 1.95 -1.87 -0.88  0.083
H: -0.65 -2.02 -2.05  0.093

=====

No. 6
C6H14O2 | ωB97M-V with the def2-TZVPD basis set

Orbital gap   9.3 eV
DFT total energy   -387.429671 hartree
LUMO level   0.031 Ha
SMILES string   C=CC=C(C)C.O.O
Net charge   0
E_HOMO   -0.3091 hartree

Each line ends with the Löwdin charge.
CARTESIAN COORDINATES (ANGSTROEM)
C: -0.44 1.29 -2.40  -0.002
C: -0.82 0.80 -1.23  -0.171
C: -1.08 1.67 -0.07  -0.098
C: -1.34 1.25 1.18  -0.334
C: -1.48 -0.21 1.51  -0.051
C: -1.69 2.25 2.24  -0.074
H: -0.49 2.36 -2.62  0.055
H: -0.27 0.79 -3.35  0.050
H: -0.80 -0.26 -1.01  0.090
H: -0.94 2.73 -0.23  0.103
H: -2.31 -0.61 0.92  0.091
H: -1.65 -0.46 2.55  0.083
H: -0.68 -0.77 1.04  0.043
H: -1.21 2.04 3.20  0.077
H: -2.77 2.31 2.33  0.085
H: -1.31 3.26 2.06  0.075
O: 3.43 -3.76 -1.98  -0.048
H: 3.69 -4.67 -2.00  0.012
H: 4.23 -3.32 -2.30  0.037
O: 1.86 -1.68 0.82  -0.036
H: 2.54 -1.12 0.46  0.023
H: 1.13 -1.06 0.83  -0.010

=====

No. 7
C6H14O2 | ωB97M-V with the def2-TZVPD basis set

Orbital gap (alpha / beta)   8.6 / 4.8 eV
DFT total energy   -387.115318 hartree
LUMO level (alpha / beta)   -0.217 / -0.358 Ha
Net charge   +1
⟨S²⟩   0.757
Multiplicity   2
E_HOMO (alpha / beta)   -0.5326 / -0.5326 hartree

Each line ends with the Löwdin charge.
CARTESIAN COORDINATES (ANGSTROEM)
O: -0.96 -3.01 -1.66  0.382
C: -0.42 -1.97 -1.49  -0.045
C: 0.13 -1.46 -0.18  -0.076
C: 0.96 -0.20 -0.44  -0.161
C: 0.07 0.99 -0.79  -0.444
C: 0.90 2.20 -1.21  -0.059
C: -0.92 1.32 0.33  -0.053
H: -0.33 -1.30 -2.39  0.212
H: 0.64 -2.30 0.31  0.157
H: -0.72 -1.29 0.47  0.136
H: 1.56 0.02 0.45  0.152
H: 1.64 -0.40 -1.27  0.129
H: -0.51 0.72 -1.69  0.129
H: 1.38 2.69 -0.36  0.098
H: 0.27 2.95 -1.68  0.089
H: 1.70 1.93 -1.90  0.086
H: -1.27 2.34 0.19  0.089
H: -1.81 0.69 0.29  0.082
H: -0.46 1.26 1.32  0.098
H: -0.82 -1.98 4.62  0.049
H: -0.62 -1.82 3.12  0.005
O: -0.43 -1.40 3.96  -0.054

=====

No. 8
C6H14O3 | ωB97M-V with the def2-TZVPD basis set

Orbital gap   8.6 eV
DFT total energy   -462.513950 hartree
LUMO level   0.022 Ha
Net charge   0
E_HOMO   -0.2933 hartree

Each line ends with the Löwdin charge.
CARTESIAN COORDINATES (ANGSTROEM)
C: -0.51 0.74 -1.78  -0.515
C: 0.11 -0.19 1.14  -0.328
C: 1.01 -0.69 -0.69  -0.058
C: -1.71 -0.33 -0.34  0.015
C: 0.56 -1.43 1.91  -0.121
C: 0.97 1.04 1.37  -0.109
O: 0.78 0.42 -1.41  -0.079
O: -0.65 2.09 -2.01  0.092
O: -0.94 0.04 -2.88  0.043
H: -0.06 2.61 -1.45  0.112
H: -0.67 0.53 -3.68  0.128
H: -0.85 0.09 1.57  0.084
H: 0.52 -1.60 -1.03  0.107
H: 2.06 -0.77 -0.42  0.103
H: -1.77 -1.20 0.29  0.033
H: -2.09 -0.74 -1.27  0.019
H: -2.30 0.51 0.01  0.043
H: 0.50 -1.25 2.99  0.076
H: 1.59 -1.70 1.68  0.069
H: -0.08 -2.28 1.68  0.071
H: 0.89 1.36 2.41  0.081
H: 0.64 1.86 0.74  0.062
H: 2.03 0.87 1.15  0.075

=====

No. 9
C6H14O3Pd | ωB97M-V with the def2-TZVPD basis set

Orbital gap (alpha / beta)   5.1 / 8.5 eV
DFT total energy   -590.432135 hartree
LUMO level (alpha / beta)   0.028 / 0.027 Ha
Net charge   0
⟨S²⟩   2.003
Multiplicity   3
E_HOMO (alpha / beta)   -0.1602 / -0.2874 hartree

Each line ends with the Löwdin charge.
CARTESIAN COORDINATES (ANGSTROEM)
C: -3.40 1.54 0.24  -0.125
O: -2.31 0.72 0.59  -0.266
C: -2.22 -0.45 -0.19  -0.239
C: -1.01 -1.23 0.24  -0.186
O: 0.16 -0.54 -0.15  -0.289
C: 1.34 -1.06 0.42  -0.206
C: 2.52 -0.40 -0.26  -0.204
O: 2.47 0.98 0.04  -0.394
C: 3.61 1.70 -0.39  -0.103
Pd: 0.42 1.66 -0.10  0.387
H: -3.38 2.41 0.90  0.091
H: -3.32 1.88 -0.81  0.088
H: -4.35 1.00 0.37  0.088
H: -2.15 -0.19 -1.26  0.133
H: -3.12 -1.08 -0.05  0.133
H: -1.01 -2.22 -0.24  0.136
H: -1.03 -1.39 1.33  0.139
H: 1.47 -2.15 0.36  0.133
H: 1.26 -0.91 1.51  0.139
H: 2.50 -0.55 -1.35  0.139
H: 3.45 -0.85 0.12  0.134
H: 4.50 1.34 0.14  0.092
H: 3.75 1.59 -1.48  0.095
H: 3.44 2.76 -0.15  0.086

=====

No. 10
C6H14O3Yb | ωB97M-V with the def2-TZVPD basis set

Orbital gap (alpha / beta)   7.0 / 9.2 eV
DFT total energy   -1620.705592 hartree
LUMO level (alpha / beta)   -0.346 / -0.361 Ha
Net charge   +2
⟨S²⟩   2.004
Multiplicity   3
E_HOMO (alpha / beta)   -0.6040 / -0.7001 hartree

Each line ends with the Löwdin charge.
CARTESIAN COORDINATES (ANGSTROEM)
C: 5.66 -2.09 -2.25  -0.243
O: 4.71 -2.72 -3.04  -0.291
C: 5.18 -0.70 -1.81  -0.108
O: 4.70 -0.07 -3.01  -0.221
C: 3.90 1.04 -2.92  -0.040
C: 3.27 1.37 -4.23  -0.136
O: 2.83 0.13 -4.82  -0.392
C: 2.00 0.32 -5.96  -0.015
Yb: 3.78 -1.70 -4.25  1.939
H: 6.62 -1.97 -2.78  0.145
H: 5.87 -2.66 -1.32  0.157
H: 5.99 -0.09 -1.38  0.163
H: 4.34 -0.77 -1.11  0.152
H: 4.14 1.79 -2.17  0.162
H: 1.20 0.25 -1.95  0.005
H: 3.97 1.85 -4.94  0.164
H: 2.42 2.04 -4.07  0.157
H: 1.71 -0.67 -6.33  0.106
H: 1.10 0.88 -5.67  0.125
H: 2.55 0.86 -6.74  0.126
C: 0.15 0.18 -2.32  -0.038
H: 0.07 -0.67 -3.01  0.011
H: -0.54 0.06 -1.48  0.042
H: -0.08 1.10 -2.87  0.028